[1]
The following is a quantum chemistry calculation of a 6-piece molecular cluster, C20H40NO27PS5Si overall at a distorted geometry, from OMol25.

Last column: Löwdin charge in e.
Cartesian coordinates (Å):
S: -0.89894 2.67376 7.87685  0.59
S: 0.82536 1.63780 -7.00302  0.58
S: -7.12275 -2.04281 -0.62115  0.59
S: -1.98494 0.27865 2.63468  0.58
S: 5.98382 -0.08741 4.00409  0.59
P: 0.23675 -2.14606 -4.28194  0.49
Si: -1.98726 -1.83910 -2.12119  0.64
O: 0.15875 -3.43637 -1.81016  0.01
O: -6.75984 -2.82947 -1.74174  -0.23
O: -1.73475 1.61795 8.31160  -0.21
O: -0.49135 -0.27213 2.70351  -0.19
O: -8.37192 -1.37900 -0.55544  -0.22
O: 6.80664 -0.45151 2.68236  -0.18
O: 1.71816 0.55164 -6.83731  -0.24
O: 5.22725 -0.26766 -1.34662  0.10
O: -2.84345 -0.83541 2.42352  -0.24
O: -0.47495 1.47138 -7.53041  -0.21
O: -0.37385 3.46865 9.15811  -0.18
O: 6.82179 0.66558 4.86002  -0.22
O: 4.91539 0.88898 3.31416  -0.19
O: 1.80917 -2.30012 -4.49757  -0.12
O: -5.94773 -0.99616 -0.34463  -0.20
O: 0.71908 2.45518 -5.62751  -0.20
O: -6.94489 -2.90726 0.71513  -0.19
O: 0.69760 -3.92314 0.34932  0.16
O: 5.29524 -1.23673 4.46262  -0.22
O: -2.03780 1.40926 1.78683  -0.21
O: 1.59151 2.77315 -7.84190  -0.19
O: 0.55563 -1.75782 -0.40124  0.08
O: -0.41614 -3.49228 -4.86641  -0.11
O: 3.45810 -0.04729 -2.71355  0.00
O: -1.79740 3.84311 7.26318  -0.18
O: -2.10515 0.76354 4.14696  -0.18
O: 0.18712 2.44118 6.99508  -0.22
N: -0.23959 -0.85158 -4.95898  -0.10
C: -0.10182 -2.17400 -2.50623  -0.38
C: 2.55350 0.53383 -1.77215  -0.15
C: -2.18043 -0.22498 -1.16275  -0.13
C: -1.03016 0.19500 4.92156  -0.14
C: 1.10827 0.11370 -1.99655  -0.08
C: -5.54641 -1.07032 1.03602  -0.16
C: 5.29640 1.16277 1.95775  -0.16
C: -5.73974 -2.52349 1.39880  -0.15
C: 4.45678 -0.76387 -2.14486  -0.50
C: 4.58472 -2.20004 -2.54344  0.04
C: 6.04991 -0.07149 1.51940  -0.18
C: 0.91391 -1.34610 -1.73169  -0.29
C: -0.73174 4.85589 9.06530  -0.15
C: -2.00994 4.85974 8.25443  -0.16
C: 0.12293 0.11202 3.94777  -0.14
C: 1.60955 3.57571 -5.65872  -0.17
C: -3.12202 -1.74040 -3.62300  -0.15
C: 0.49614 -3.11411 -0.52307  -0.54
C: -2.69606 -3.17806 -0.99815  -0.13
C: 1.62001 4.00308 -7.11019  -0.16
H: 2.58581 1.60279 -1.93067  0.13
H: -3.47120 -0.73022 -3.78133  0.04
H: 5.47386 -2.35308 -3.13150  0.09
H: 5.37175 -0.88668 1.26575  0.13
H: 0.86329 -0.62716 4.23737  0.14
H: 2.87446 0.36191 -0.75415  0.12
H: -0.81012 0.82635 5.77482  0.09
H: 1.85241 -1.86220 -1.91510  0.14
H: -3.98946 -2.35478 -3.42777  0.03
H: -2.10116 -0.46226 -0.11662  0.00
H: 0.60597 1.08092 3.81216  0.14
H: 4.61871 -2.80287 -1.65287  0.10
H: -0.93908 -1.03420 -5.66452  0.02
H: 1.98236 -1.75451 -5.27585  0.08
H: -6.20030 -0.41944 1.62145  0.14
H: 2.59790 3.24374 -5.33183  0.13
H: 4.41331 1.34659 1.35334  0.12
H: 5.93559 2.04768 1.94935  0.14
H: -2.20027 5.81341 7.77238  0.14
H: -1.33785 -0.79536 5.26288  0.14
H: -3.18020 0.12544 -1.37872  0.04
H: 0.72908 4.58042 -7.36464  0.13
H: 0.86051 0.36218 -3.01731  0.11
H: -3.74553 -3.30256 -1.20917  0.02
H: -4.51981 -0.75144 1.14734  0.09
H: -2.87238 4.57664 8.86066  0.14
H: 0.54184 0.72742 -1.31519  0.12
H: 6.71237 0.11764 0.68362  0.12
H: -1.48354 0.54098 -1.46327  0.02
H: -2.53634 -2.90021 0.03666  0.03
H: -4.91946 -3.14066 1.02696  0.12
H: -2.70359 -2.09610 -4.55055  0.00
H: 3.72955 -2.51033 -3.12284  0.05
H: 2.50884 4.56904 -7.37371  0.13
H: 0.26166 -4.17558 -4.87021  0.08
H: 1.24765 4.35458 -4.99412  0.13
H: -5.85344 -2.67595 2.46761  0.14
H: 0.07167 5.38688 8.55203  0.14
H: -0.86502 5.26977 10.06011  0.14
H: -2.23829 -4.14413 -1.16006  0.04

Net charge   0
Multiplicity   1
SMILES   CC(=O)OCC[C@H]1OC(=O)O[C@]1([Si](C)(C)C)P(=N)(O)O.O=S1(=O)OCCO1.O=S1(=O)OCCO1.O=S1(=O)OCCO1.O=S1(=O)OCCO1.O=S1(=O)OCCO1
Frontier orbital gap   9.684 eV
Calculated total energy   -149501.842 eV
Strongest force on any atom   1.9 eV/Å
HOMO   -9.49 eV
Lowest unoccupied orbital energy   0.19 eV

=====

[2]
The following is a quantum chemistry calculation of C20H40NOP3STi as an isolated structure at a distorted geometry, from OMol25.

Last column: Löwdin spin population.
Cartesian coordinates (Å):
Ti: 0.05467 0.13033 0.94537  0.80
S: -1.26653 -2.15659 4.68506  0.00
P: 0.52017 -2.01516 -0.12050  0.01
P: 2.46920 -0.02320 1.84661  0.00
P: -2.42250 0.48900 0.50915  -0.01
O: 0.07080 0.90606 -2.59188  0.00
N: -0.47921 -0.45110 2.92802  0.01
C: 3.85098 -0.25960 0.66242  0.00
C: 0.18135 2.40396 1.52007  0.13
C: -0.24551 0.16433 4.16578  0.01
C: -1.00951 -1.69042 3.07092  0.01
C: 0.10301 1.20565 -6.31559  0.00
C: -0.59342 -0.62666 5.22270  0.00
C: 1.37504 -3.40790 0.71247  0.01
C: -1.26764 2.14279 -4.09775  0.00
C: 1.61430 -1.79416 -1.58628  0.00
C: -0.69142 2.35300 -6.42607  0.00
C: -1.44190 2.76327 -5.32866  0.00
C: 2.82197 -1.31875 3.09180  0.00
C: -3.60098 -0.74345 1.16853  0.00
C: -3.17366 2.04167 1.11411  0.00
C: 3.11577 1.41929 2.76039  0.00
C: 0.58497 2.13749 0.18495  0.00
C: 0.26359 0.55736 -5.07877  0.00
C: -2.92581 0.49867 -1.25675  0.00
C: -0.94853 -2.93367 -0.72061  0.00
C: -0.34258 1.10385 -3.92750  0.00
H: -1.55861 -2.33858 -1.41001  0.00
H: 2.45894 -3.25501 0.73979  0.00
H: 2.71151 1.46089 3.77899  0.00
H: 1.02264 -3.54531 1.73986  0.00
H: -3.34555 2.01253 2.19828  0.00
H: -2.17964 1.05537 -1.84178  0.00
H: 0.55289 0.81298 -7.23564  0.00
H: 0.84327 -0.36136 -5.03878  0.00
H: -1.24189 -2.34926 2.23423  0.00
H: 1.17879 -4.33712 0.16127  0.00
H: 3.70316 0.41176 -0.19390  0.00
H: -0.76794 2.89271 -7.37568  0.00
H: -3.91663 0.96844 -1.36676  0.00
H: 1.64393 2.08992 -0.08244  0.00
H: -4.61971 -0.34562 1.05143  0.00
H: -2.97658 -0.52445 -1.65564  0.00
H: 4.80493 -0.00614 1.14797  0.00
H: 0.16870 1.17741 4.16999  0.00
H: -2.53801 2.90301 0.88949  0.00
H: -1.59851 -3.23345 0.11347  0.00
H: -0.47145 -0.36799 6.26536  0.00
H: -0.06297 2.38895 -0.65855  0.00
H: 1.61590 -0.75262 -1.92891  0.00
H: 4.20428 1.29246 2.80695  0.00
H: -4.13472 2.16394 0.60109  0.00
H: 2.66346 -2.05054 -1.34992  0.00
H: 2.88215 2.34941 2.23439  0.00
H: -3.51090 -1.67261 0.59221  0.00
H: -0.80774 2.78810 1.76401  0.01
H: 2.20881 -1.16659 3.98734  0.00
H: -0.18210 0.04131 -2.13528  0.00
H: 1.26726 -2.43867 -2.40896  0.00
H: -1.77074 2.52773 -3.22280  0.00
H: 0.89807 2.57233 2.32004  0.01
H: -2.14304 3.58724 -5.40465  0.00
H: -0.61373 -3.84791 -1.22992  0.00
H: 2.64111 -2.32369 2.69999  0.00
H: -3.41726 -0.95801 2.22830  0.00
H: 3.88192 -1.21945 3.36490  0.00
H: 3.88944 -1.29816 0.31226  0.00

Net charge   +3
Multiplicity   2
Relative energy (zero: lowest compared OMol25 entry of this formula, charge and spin)   0.8297 eV
Frontier orbital gap (spin up / spin down)   4.205 / 4.290 eV
Calculated total energy   -86716.351 eV
⟨S²⟩   0.7589
Strongest force on any atom   3.4 eV/Å
HOMO (spin up / spin down)   -15.66 / -15.67 eV
Lowest unoccupied orbital energy (spin up / spin down)   -11.46 / -11.38 eV

=====

[3]
The following is a quantum chemistry calculation of a 5-piece molecular cluster, C20H40O10 overall at a distorted geometry, from OMol25.

Last column: Löwdin charge in e.
Cartesian coordinates (Å):
O: -1.70458 -1.51041 2.16356  0.09
O: -0.53847 -2.35144 0.38845  -0.03
O: 2.64105 6.35212 0.27716  0.09
O: -4.56123 -1.17481 -0.92869  -0.04
O: 1.90797 5.11825 1.97107  -0.01
O: -4.16620 0.92950 -1.64675  0.08
O: 3.02186 -5.11640 3.29184  -0.05
O: 0.43154 4.73589 -5.80472  0.05
O: -0.07331 3.35218 -4.05255  0.01
O: 2.79916 -3.11790 2.20840  0.18
C: -0.34811 4.04244 -5.12787  -0.55
C: 1.27348 2.14203 -2.41650  -0.05
C: 0.79076 3.01424 1.99328  -0.08
C: -4.19423 0.60369 0.68418  0.03
C: 1.23312 4.17947 1.15072  -0.27
C: 2.35599 -3.91545 2.87127  -0.48
C: 0.54652 -1.33714 0.43152  -0.14
C: -1.59848 -2.25697 1.23784  -0.55
C: -4.25141 0.12548 -0.73085  -0.50
C: -2.68712 -3.33969 1.02179  0.02
C: 4.19263 -5.41166 2.63474  -0.30
C: 1.02390 -3.70201 3.58210  0.06
C: -1.84425 4.07604 -5.48963  0.00
C: 2.60898 6.14211 1.47911  -0.51
C: -4.70930 -3.13832 -2.10552  -0.12
C: 1.27609 3.04249 -3.71085  -0.18
C: 4.42824 -6.89466 2.89795  -0.07
C: 1.26898 -1.46753 -0.91438  -0.01
C: 3.16307 6.99777 2.58676  0.02
C: -4.71336 -1.64938 -2.26719  -0.22
H: 0.52420 -2.85016 3.19578  0.07
H: 4.61544 -7.22706 3.98521  0.11
H: -2.11135 4.38837 -6.72998  0.19
H: -5.77463 -1.52782 -2.54330  0.13
H: 4.20655 7.10297 2.54049  0.06
H: 1.91334 2.51475 -4.44305  0.13
H: 0.13864 2.43748 1.27415  0.09
H: -4.33942 1.71900 0.81849  0.12
H: 2.03241 -0.96189 -1.04127  0.00
H: -2.24460 4.76704 -4.78235  0.06
H: 0.13641 3.50423 2.88216  0.13
H: 0.24555 -4.43584 3.51932  0.10
H: -3.71917 -3.72304 -2.21783  0.09
H: 3.65830 -7.39350 2.27308  0.08
H: 2.85786 6.66954 3.54010  0.06
H: 1.82483 3.91719 -3.31132  0.13
H: 1.52556 -2.47996 -0.95406  0.07
H: 0.75700 2.41238 -1.61034  0.01
H: 2.47218 1.87691 -2.20938  0.16
H: -2.44921 -3.68024 -0.08557  0.10
H: 1.27418 -3.51312 4.46339  0.01
H: 1.14060 -1.40505 1.29654  0.09
H: -5.01919 0.17899 1.21945  0.08
H: 0.99749 1.23177 -2.65055  -0.01
H: 1.88189 3.83445 0.37575  0.11
H: -3.87324 -1.34169 -3.00067  0.16
H: -5.20192 -3.90666 -2.74134  0.08
H: 0.43889 -1.47456 -1.53237  0.07
H: 1.68806 2.59062 2.48670  0.08
H: 0.02279 -0.39949 0.38326  0.11
H: -5.12325 -3.42409 -1.16448  0.06
H: 4.15625 -5.01915 1.56353  0.14
H: 2.88830 8.12322 2.51526  0.13
H: 0.31750 4.47461 0.77170  0.10
H: 5.29643 -7.26903 2.37692  0.05
H: -2.49273 -4.12803 1.77828  0.09
H: -3.72547 -2.96525 0.97705  0.07
H: 4.91008 -4.75750 3.07332  0.11
H: -2.15911 3.14548 -5.06598  0.05
H: -3.26071 0.52420 1.09771  0.04

Net charge   0
Multiplicity   1
Relative energy (zero: lowest compared OMol25 entry of this formula, charge and spin)   7.4869 eV
SMILES   CCOC(C)=O.CCOC(C)=O.CCOC(C)=O.CCOC(C)=O.CCOC(C)=O
Frontier orbital gap   10.311 eV
Calculated total energy   -41857.721 eV
Strongest force on any atom   9.8 eV/Å
HOMO   -9.80 eV
Lowest unoccupied orbital energy   0.51 eV

=====

> strongest force on any atom of number 2 (C20H40NOP3STi)?

3.4 eV/Å

=====

> Among the records above, which one has the highest strongest force on any atom?

C20H40O10

=====

> The lowest strongest force on any atom belongs to which entry?

C20H40NO27PS5Si

=====

> Which value of calculated total energy does entry 1 give?

-149501.842 eV